Density functional theory data (the ωB97M-V functional and the def2-TZVPD basis) for a gas-phase ion, C2H6Cl3N2 (charge +1).

```
13
C2H6Cl3N2 the ωB97M-V functional and the def2-TZVPD basis
N -0.96667 1.21639 0.49416
C -0.22145 0.40164 -0.29353
N -0.86742 -1.00750 -0.32551
C 1.43730 0.03721 0.10700
Cl 2.36859 1.35736 -0.63199
Cl 1.69074 0.08341 1.83264
Cl 2.07387 -1.58662 -0.47013
H -1.04295 0.95116 1.51443
H -1.01766 2.13524 0.09245
H -0.09040 0.62525 -1.36146
H -1.18055 -1.23112 0.58854
H -0.35135 -1.77742 -0.73788
H -1.83205 -1.20501 -0.80873
```

Properties
energy above the lowest of the compared OMol25 structures with the same formula, charge and spin: 0.0 kJ/mol
frontier orbital gap: 10.9466 eV
net charge: +1
SMILES: N[C@H]([NH3+])C(Cl)(Cl)Cl
2S+1: 1
lowest unoccupied orbital energy: -3.77 eV

Atomic partial charges in e from the Mulliken method, atoms 1 to 8: -0.413 -0.452 -0.402 0.500 -0.095 -0.097 -0.151 0.285


Density functional theory data (the ωB97M-V functional and the def2-TZVPD basis) for a molecular structure, C2H6Cl3PSi.

```
13
C2H6Cl3PSi the ωB97M-V functional and the def2-TZVPD basis
C -0.00563 -0.06808 1.45036
C 0.19671 -0.09195 -1.70989
Si 1.03463 0.15606 -0.01873
P 3.01761 -1.12024 -0.03371
Cl 1.88805 2.70725 0.09443
Cl 3.84513 -0.20326 -1.56764
Cl 4.09283 -0.62091 1.54276
H 0.60851 -0.25714 2.44193
H -0.50654 0.98117 1.70594
H -0.79351 -0.79101 1.39899
H -0.57901 -0.76171 -1.59866
H -0.27758 0.82892 -1.96984
H 0.83838 -0.39946 -2.61456
```

Properties
energy above the lowest of the compared OMol25 structures with the same formula, charge and spin: 224.3 kJ/mol
frontier orbital gap: 8.5110 eV
net charge: 0
2S+1: 1
lowest unoccupied orbital energy: -0.43 eV

Atomic partial charges in e from the Mulliken method, atoms 1 to 8: -0.885 -0.982 0.530 0.229 -0.462 -0.170 -0.181 0.271


Density functional theory data (the ωB97M-V functional and the def2-TZVPD basis) for C2H6Cl3PSi in the gas phase.

```
13
C2H6Cl3PSi the ωB97M-V functional and the def2-TZVPD basis
C 1.38502 0.65600 1.04337
Si 0.06484 -0.38121 0.29799
C 0.52087 -0.49790 -1.56248
Cl -0.00581 -2.20571 1.12270
P -2.08683 0.75572 0.81510
Cl -2.81278 1.17791 -0.96394
Cl -3.25700 -0.70033 1.37845
H 1.96724 0.21563 1.82436
H 1.94112 1.08937 0.26163
H 0.72328 1.46289 1.54788
H 1.55970 -0.30410 -1.71431
H 0.09936 -1.45593 -1.88545
H -0.09901 0.18765 -2.16530
```

Properties
energy above the lowest of the compared OMol25 structures with the same formula, charge and spin: 105.1 kJ/mol
frontier orbital gap: 9.1414 eV
net charge: 0
SMILES: C[Si](C)(Cl)P(Cl)Cl
2S+1: 1
lowest unoccupied orbital energy: 0.65 eV

Atomic partial charges in e from the Mulliken method, atoms 1 to 8: -0.995 0.658 -1.054 -0.260 0.195 -0.208 -0.194 0.328


Density functional theory data (the ωB97M-V functional and the def2-TZVPD basis) for 2 unconnected molecules or ions with the total composition C2H6ClFN2O2S.

```
15
C2H6ClFN2O2S the ωB97M-V functional and the def2-TZVPD basis
N -1.55611 0.47937 1.63541
S -1.59219 -0.09169 0.07143
O -1.61474 -1.53108 0.22205
O -2.59675 0.54682 -0.67852
C 0.06963 0.44624 -0.53936
Cl 0.08695 2.23840 -0.46368
C 0.86658 -0.32714 -1.52289
N 1.17361 -0.29314 -0.10273
H -2.15573 -0.28657 2.19898
H -2.16801 1.35668 1.69569
H 1.66383 0.21518 -2.08045
H 0.49781 -1.15712 -2.13419
H 0.99288 -1.14436 0.31483
F 3.59224 -0.17036 0.96002
H 2.74002 -0.28122 0.42340
```

Properties
energy above the lowest of the compared OMol25 structures with the same formula, charge and spin: 0.0 kJ/mol
frontier orbital gap: 11.7169 eV
net charge: 0
SMILES: NS(=O)(=O)[C@]1(Cl)CN1.F
2S+1: 1
lowest unoccupied orbital energy: 0.29 eV

Atomic partial charges in e from the Mulliken method, atoms 1 to 8: -0.618 1.049 -0.638 -0.586 0.453 -0.173 -0.430 -0.508


Density functional theory data (the ωB97M-V functional and the def2-TZVPD basis) for a molecular structure, C2H6ClN2O3P.

```
15
C2H6ClN2O3P the ωB97M-V functional and the def2-TZVPD basis
C -0.19821 -1.77902 -0.39686
C 0.96196 0.23678 0.29581
N 0.03851 -0.34281 -0.36722
N -2.74723 0.80648 0.83913
O -2.38820 1.87763 1.70184
O -1.23863 2.02047 -0.77808
O -2.40493 -0.06878 -1.63416
P -1.92466 0.75237 -0.53537
Cl 9.75768 -0.46187 0.08498
H -1.26856 -2.20693 -0.35629
H 0.24291 -2.13071 -1.45826
H 0.43907 -2.21340 0.27611
H 1.44339 -0.17567 1.14284
H -1.65410 2.32658 1.22168
H 0.94100 1.35887 -0.03614
```

Properties
energy above the lowest of the compared OMol25 structures with the same formula, charge and spin: 188.4 kJ/mol
frontier orbital gap (alpha / beta): 6.9470 / 6.9478 eV
net charge: -2
2S+1: 1
lowest unoccupied orbital energy (alpha / beta): 5.11 / 5.11 eV

Atomic partial charges in e from the Mulliken method, atoms 1 to 8: -0.823 -0.236 -0.169 -0.402 -0.337 -0.779 -0.676 0.712


Density functional theory data (the ωB97M-V functional and the def2-TZVPD basis) for C2H6ClNO in the gas phase.

```
11
C2H6ClNO the ωB97M-V functional and the def2-TZVPD basis
C 0.21389 -0.81225 1.04327
N -0.59566 -0.12558 -0.04370
Cl -2.02463 0.37053 0.79682
C -0.00833 0.96185 -0.82740
O 0.97321 0.37769 -1.66670
H -0.36950 -1.82150 1.43042
H 1.12316 -1.32984 0.64431
H 0.37458 -0.23818 1.91738
H -0.95383 1.37253 -1.30625
H 0.64221 1.70907 -0.27461
H 0.62491 -0.46432 -1.71354
```

Properties
energy above the lowest of the compared OMol25 structures with the same formula, charge and spin: 244.0 kJ/mol
frontier orbital gap: 10.4910 eV
net charge: 0
SMILES: CN(Cl)CO
2S+1: 1
lowest unoccupied orbital energy: 0.92 eV

Atomic partial charges in e from the Mulliken method, atoms 1 to 8: -0.779 -0.262 -0.141 -0.088 -0.460 0.273 0.289 0.357